Computed, not measured: the molecule CH2O2, with the ωB97M-V functional and the def2-TZVPD basis.

XYZ file:
```
5
Properties=species:S:1:pos:R:3:forces:R:3:nbo_charge:R:1
O -0.0813 -1.3399 -0.7772 0.2 -1.1 -0.4 -0.54
C 0.1742 -0.3601 -0.1663 -0.9 -0.3 -0.8 0.64
O -0.7760 0.4821 0.1707 -1.3 1.4 0.9 -0.67
H 1.1331 -0.0204 0.0839 2.0 0.3 0.6 0.09
H -0.4501 1.2383 0.6889 0.0 -0.4 -0.3 0.49
```
Forces are in eV/Å.

**Gap between HOMO and LUMO**: 11.425 eV
**E_HOMO**: -10.908 eV
**Strongest force on any atom**: 2.1 eV/Å
**Total energy**: -5164.1623 eV
**SMILES**: O=CO
**Total charge**: 0
**Multiplicity**: 1